Molecular formula: C4H8O2
Method: DFT, the ωB97M-V functional and the def2-TZVPD basis

```
14
Properties=species:S:1:pos:R:3:forces:R:3
O 1.83594 1.05277 0.56755 -0.06 0.25 0.05
C 1.64395 -0.19694 -0.04224 0.01 -0.35 -0.18
C 0.31147 -0.83909 0.34862 -0.03 -0.06 0.14
C -0.87260 -0.19173 -0.34702 0.25 -0.22 -0.25
C -2.14912 1.02659 0.29988 -0.07 0.11 -0.08
O -0.86024 1.22506 -0.20999 0.01 0.23 0.04
H 1.01892 1.55607 0.44929 0.11 0.03 0.04
H 1.72031 -0.13087 -1.14035 -0.03 0.04 0.12
H 2.46688 -0.83456 0.29596 -0.13 0.03 -0.04
H 0.31370 -1.90545 0.09662 0.00 0.11 0.02
H 0.18965 -0.74809 1.43239 0.01 -0.01 -0.09
H -1.02322 -0.46746 -1.39263 0.00 0.02 0.11
H -1.80011 -0.51986 0.26064 -0.12 -0.09 -0.01
H -2.79552 0.97356 -0.61871 0.06 -0.10 0.15
```
Positions in Å, forces in eV/Å.

Results
Orbital gap   9.554 eV
Charge   0
Max |F|   0.42 eV Å⁻¹
2S+1   1



Molecular formula: C4H8O2
Method: DFT, the ωB97M-V functional and the def2-TZVPD basis

```
14
Properties=species:S:1:pos:R:3:forces:R:3
C 1.63145 -0.58543 0.72154 0.02 -0.03 -0.02
C 0.42681 0.29599 0.44464 -0.06 -0.28 0.18
O 0.89564 1.54317 -0.02022 -0.21 0.17 -0.28
C -0.53109 -0.32281 -0.58269 0.11 -0.13 0.09
C -1.96847 -0.05392 -0.50304 -0.23 -0.08 0.18
O -1.14987 0.63126 -1.44479 -0.05 0.07 -0.13
H 2.21243 -0.72062 -0.19708 -0.09 -0.02 0.12
H 2.26989 -0.09281 1.45979 -0.06 -0.10 -0.09
H 1.33482 -1.56551 1.11309 0.02 0.15 -0.07
H -0.12802 0.43678 1.38879 0.07 0.04 -0.17
H 0.24059 1.84913 -0.67211 0.22 0.03 0.22
H -0.20209 -1.22731 -1.09940 0.01 0.18 0.12
H -2.33908 0.55725 0.32213 0.10 -0.09 -0.16
H -2.69301 -0.74518 -0.93063 0.15 0.08 0.01
```
Positions in Å, forces in eV/Å.

Results
Orbital gap   11.163 eV
Charge   0
Max |F|   0.39 eV Å⁻¹
2S+1   1



Molecular formula: C4H8O2
Method: DFT, the ωB97M-V functional and the def2-TZVPD basis

```
14
Properties=species:S:1:pos:R:3:forces:R:3
O 2.10421 1.18378 -0.96196 0.08 0.02 0.13
C -0.21426 -0.65477 -1.61528 -0.09 -0.06 0.13
C -0.34448 -0.48097 -0.30668 -0.09 -0.04 -0.41
C -1.28464 0.17534 0.67370 -0.11 0.05 0.01
C -0.17078 -0.14911 1.68242 -0.06 0.08 0.33
O 0.56201 -0.87019 0.65868 0.02 -0.11 -0.07
H 2.23901 0.30210 -0.59183 0.11 0.14 0.04
H -0.93651 -0.25319 -2.31520 -0.03 -0.12 0.17
H 0.64663 -1.18882 -2.00582 -0.12 0.10 0.03
H 1.15082 1.18507 -1.11079 0.13 0.06 -0.16
H -1.51935 1.23058 0.51610 0.08 -0.18 -0.02
H -2.20630 -0.39127 0.82588 0.12 0.10 0.00
H -0.43170 -0.80135 2.51926 0.04 0.08 -0.12
H 0.40534 0.71281 2.03152 -0.07 -0.13 -0.05
```
Positions in Å, forces in eV/Å.

Results
Orbital gap   10.036 eV
Charge   0
Max |F|   0.42 eV Å⁻¹
2S+1   1



Record order is preserved below.
Energy: -8367.856 -8371.256 -8371.036 eV
Record order is preserved below.
Energy relative to the best compared isomer or geometry (same formula, charge and spin): 125.1 46.7 51.8 kcal per mole